The following is a DFT calculation (wB97M-V/def2-TZVPD) of a structure of composition C30H46AsBF6N10Sn.

As for the net charge: +3. The highest occupied orbital energy (alpha / beta) is -16.89 / -16.88 eV. Its gap between HOMO and LUMO (alpha / beta) is 5.358 / 5.767 eV. Its expectation value of S² is 1.804. The multiplicity is 2.

Geometry as XYZ:
```
95
C30H46AsBF6N10Sn wB97M-V/def2-TZVPD
Sn 0.287 0.056 0.768
C 0.968 -1.008 -5.303
C 0.248 -0.323 -4.222
C -0.647 0.737 -4.314
C -1.034 1.007 -3.024
N -0.381 0.113 -2.149
N 0.363 -0.664 -2.857
B 1.292 -1.782 -2.262
N 2.437 -1.087 -1.515
N 2.272 0.094 -0.818
C 3.485 0.648 -0.696
C 4.443 -0.207 -1.267
C 3.759 -1.278 -1.785
C 4.312 -2.476 -2.478
C 3.739 2.036 -0.176
C 2.458 2.729 0.260
C 4.364 2.844 -1.334
C 4.753 2.006 0.980
N 0.404 -2.768 -1.421
N -0.504 -2.368 -0.591
C -1.325 -3.474 -0.334
C -0.788 -4.612 -0.973
C 0.280 -4.167 -1.679
C 1.197 -4.929 -2.551
C -2.568 -3.389 0.434
C -3.025 -1.952 0.676
C -3.697 -4.205 -0.225
C -2.217 -4.110 1.787
C -1.968 2.044 -2.512
C -3.016 1.378 -1.596
C -2.675 2.756 -3.665
C -1.166 3.073 -1.686
H 0.801 -0.492 -6.244
H 0.619 -2.040 -5.409
H 2.042 -1.054 -5.104
H -0.955 1.230 -5.220
H 1.751 -2.402 -3.162
H 5.506 -0.042 -1.331
H 5.396 -2.403 -2.515
H 3.944 -2.571 -3.501
H 4.054 -3.391 -1.942
H 1.773 2.851 -0.582
H 2.692 3.720 0.650
H 1.961 2.167 1.045
H 3.692 2.867 -2.194
H 5.314 2.417 -1.652
H 4.545 3.867 -1.001
H 4.371 1.414 1.815
H 4.935 3.024 1.327
H 5.706 1.583 0.664
H -1.173 -5.617 -0.957
H 0.973 -5.990 -2.475
H 2.237 -4.767 -2.261
H 1.099 -4.632 -3.598
H -3.102 -1.408 -0.268
H -2.343 -1.428 1.347
H -4.004 -1.952 1.151
H -4.005 -3.741 -1.164
H -4.556 -4.229 0.443
H -3.399 -5.232 -0.433
H -1.272 -3.767 2.201
H -2.182 -5.191 1.658
H -3.019 -3.863 2.483
H -3.613 0.656 -2.155
H -3.688 2.144 -1.210
H -2.548 0.869 -0.751
H -3.207 2.050 -4.305
H -1.970 3.314 -4.285
H -3.398 3.466 -3.268
H -0.718 2.611 -0.801
H -1.841 3.867 -1.366
H -0.374 3.523 -2.287
N 3.388 0.306 4.249
C 3.973 -0.742 3.661
C 3.350 -0.885 2.410
N 2.410 0.044 2.267
C 2.419 0.776 3.404
C 1.490 1.805 3.605
N 0.577 2.084 2.651
C -0.203 3.039 3.133
C 0.231 3.389 4.433
N 1.291 2.615 4.694
H 3.575 0.601 5.197
H 4.757 -1.316 4.130
H 3.562 -1.618 1.647
H -1.040 3.442 2.585
H -0.148 4.128 5.121
H 1.792 2.605 5.572
F -0.049 -1.242 2.750
As -0.766 -1.395 4.564
F -2.285 -1.559 3.801
F -0.952 0.336 4.447
F -1.339 -1.434 6.142
F 0.869 -1.109 5.062
F -0.438 -3.054 4.410
```

Löwdin population analysis, charges in e, atoms 1 to 4: Sn 1.510; C 0.029; C -0.134; C 0.094

=====

The following is a DFT calculation (wB97M-V/def2-TZVPD) of a structure of composition C30H46BrCaF5O9S.

As for the net charge: 0. The highest occupied orbital energy is -7.21 eV. Its gap between HOMO and LUMO is 2.514 eV.

Geometry as XYZ:
```
93
C30H46BrCaF5O9S wB97M-V/def2-TZVPD
C 1.103 -2.667 1.879
C -0.221 -2.150 1.008
C -0.395 -3.212 -0.229
C -1.615 -2.874 -1.271
C -3.099 -2.710 -0.537
C -3.850 -1.427 -1.299
C -3.228 -0.070 -0.572
C -4.099 0.445 0.724
C -3.090 1.089 1.884
C -2.651 2.638 1.562
C -1.243 3.115 2.260
C 0.115 2.584 1.500
C 0.050 2.816 -0.122
O -0.468 1.591 -0.815
C 0.049 1.418 -2.190
O -0.118 0.316 -2.925
C 0.853 2.821 -2.456
C 1.794 3.003 -3.786
C 0.900 2.704 -5.155
C 3.229 2.214 -3.741
C 3.132 0.592 -3.531
C 2.603 -0.224 -4.891
C 1.487 3.007 -0.956
F 2.384 1.886 -0.532
C 2.221 4.412 -0.536
C 3.715 4.105 0.128
F 2.339 5.409 -1.625
H 0.922 -3.825 2.067
H 2.092 -2.603 1.231
H 1.228 -2.067 2.881
H -0.049 -1.034 0.656
H -1.135 -2.146 1.743
H 0.631 -3.201 -0.834
H -0.526 -4.280 0.256
H -1.358 -1.871 -1.865
H -1.666 -3.760 -2.052
H -3.743 -3.697 -0.570
H -2.989 -2.368 0.592
H -5.007 -1.400 -1.118
H -3.538 -1.380 -2.428
H -2.159 -0.381 -0.142
H -2.990 0.791 -1.361
H -4.880 1.283 0.396
H -4.690 -0.485 1.133
H -2.167 0.399 2.123
H -3.733 1.117 2.887
H -2.707 2.807 0.404
H -3.502 3.325 2.038
H -1.179 2.767 3.376
H -1.194 4.308 2.251
H 1.036 3.226 1.905
H 0.331 1.466 1.805
H -0.570 3.800 -0.290
H 0.003 3.657 -2.462
H 2.058 4.166 -3.845
H 0.250 1.732 -5.087
H 1.553 2.639 -6.124
H 0.125 3.608 -5.216
H 3.820 2.637 -2.795
H 3.844 2.547 -4.687
H 2.555 0.251 -2.563
H 4.252 0.210 -3.380
H 1.432 -0.121 -5.030
H 3.094 0.233 -5.859
H 2.848 -1.362 -4.719
H 1.582 4.894 0.328
H 4.299 5.115 0.332
H 3.593 3.543 1.163
H 4.408 3.456 -0.560
C -4.368 -6.485 -4.658
F -3.727 -6.715 -5.849
F -4.977 -5.264 -4.794
F -5.385 -7.404 -4.600
S -3.221 -6.570 -3.185
O -2.209 -5.530 -3.414
O -2.665 -7.930 -3.197
O -4.066 -6.303 -2.013
C 2.087 -2.152 7.802
C 1.271 -1.899 6.777
C 1.671 -0.976 5.680
O 0.907 -0.778 4.741
C 2.987 -0.324 5.772
C 3.801 -0.574 6.799
C 3.412 -1.519 7.882
O 4.190 -1.742 8.804
O 5.038 0.037 6.894
O 0.023 -2.489 6.697
H 1.810 -2.823 8.606
H 3.257 0.358 4.977
H 5.436 -0.308 7.723
H -0.373 -2.149 5.865
Ca -1.723 4.176 -3.178
Br -1.251 6.536 -0.483
```

Löwdin population analysis, charges in e, atoms 1 to 4: C -0.141; C -0.269; C -0.215; C -0.186

=====

The following is a DFT calculation (wB97M-V/def2-TZVPD) of a structure of composition C30H46BrMgN3P2.

As for the net charge: +2. The highest occupied orbital energy (alpha / beta) is -13.62 / -13.66 eV. Its gap between HOMO and LUMO (alpha / beta) is 6.297 / 6.039 eV.

Geometry as XYZ:
```
83
C30H46BrMgN3P2 wB97M-V/def2-TZVPD
N 6.409 -0.668 0.547
C 5.752 -1.712 0.047
C 4.366 -1.713 -0.136
C 3.648 -0.529 0.175
C 4.368 0.565 0.725
C 5.753 0.440 0.882
C 2.272 -0.392 -0.233
Mg 0.155 -0.503 -0.161
P -1.836 0.377 -1.043
C 1.663 0.899 -0.252
C 1.507 1.638 -1.499
C 1.399 3.044 -1.467
C 0.963 3.717 -2.595
C 0.629 2.987 -3.748
C 0.929 1.625 -3.847
C 1.431 0.958 -2.734
Br -0.205 3.854 -5.137
H 1.863 -1.249 -0.807
H 1.717 1.517 0.646
H 3.877 -2.584 -0.574
H 3.900 1.517 0.969
H 6.354 -2.584 -0.226
H 6.338 1.271 1.282
H 1.678 3.575 -0.554
H 1.769 -0.082 -2.814
H 0.856 4.794 -2.583
H 0.769 1.099 -4.785
P -0.252 0.274 2.397
C -1.805 -0.331 -2.744
C -2.550 0.384 -3.874
H -2.159 -1.368 -2.660
H -0.735 -0.385 -3.011
H -2.341 -0.148 -4.810
H -3.636 0.370 -3.738
H -2.200 1.412 -4.024
C -1.896 2.191 -1.432
C -3.269 2.784 -1.716
H -1.215 2.338 -2.280
H -1.436 2.736 -0.600
H -3.197 3.882 -1.700
H -3.631 2.498 -2.713
H -4.000 2.492 -0.953
C -3.494 -0.062 -0.353
C -4.686 -0.117 -1.305
H -3.681 0.649 0.470
H -3.363 -1.050 0.118
H -5.581 -0.336 -0.714
H -4.865 0.828 -1.827
H -4.579 -0.916 -2.045
C -1.787 -0.480 3.112
C -1.902 -0.673 4.623
H -1.913 -1.451 2.611
H -2.608 0.158 2.757
H -1.176 -1.397 5.015
H -1.796 0.266 5.179
H -2.903 -1.068 4.845
C -0.798 2.016 2.118
C 0.094 3.148 2.622
H -1.795 2.103 2.574
H -0.939 2.126 1.031
H 0.119 3.172 3.717
H 1.125 3.081 2.248
H -0.318 4.109 2.284
C 0.937 0.369 3.787
C 1.987 -0.742 3.808
H 0.342 0.354 4.712
H 1.432 1.348 3.746
H 2.770 -0.571 3.055
H 2.476 -0.765 4.792
H 1.567 -1.742 3.631
N -0.171 -3.218 1.881
C -0.044 -3.654 0.602
C -0.069 -5.041 0.329
C 0.189 -5.475 -0.964
C 0.398 -4.511 -1.957
C 0.347 -3.159 -1.641
N 0.120 -2.717 -0.371
H -0.110 -2.228 2.120
H -0.358 -3.885 2.614
H -0.280 -5.727 1.157
H 0.230 -6.542 -1.201
H 0.593 -4.796 -2.987
H 0.488 -2.393 -2.413
```

Löwdin population analysis, charges in e, atoms 1 to 4: N 0.088; C -0.102; C 0.019; C -0.198

=====

The following is a DFT calculation (wB97M-V/def2-TZVPD) of a structure of composition C30H46N3P2Pt.

As for the net charge: +1. The highest occupied orbital energy is -9.22 eV. Its gap between HOMO and LUMO is 7.254 eV.

Geometry as XYZ:
```
82
C30H46N3P2Pt wB97M-V/def2-TZVPD
Pt 0.125 -0.559 -0.033
C -4.750 -0.494 0.309
C -3.269 -0.560 0.669
C -2.933 0.407 1.809
P -2.068 -0.258 -0.691
C -2.527 -1.246 -2.177
C -3.737 -0.781 -2.989
C -1.308 -1.319 -3.103
C -2.031 1.488 -1.099
C -3.079 2.181 -1.713
C -2.947 3.497 -2.115
C -4.073 4.242 -2.777
C -1.699 4.095 -1.918
C -0.662 3.443 -1.287
C -0.818 2.134 -0.799
N 0.178 1.451 -0.099
C 1.134 2.110 0.687
C 0.980 3.398 1.217
C 1.985 3.978 1.971
C 3.182 3.324 2.256
C 4.257 3.968 3.088
C 3.310 2.026 1.785
C 2.304 1.419 1.041
P 2.351 -0.294 0.504
C 3.506 -0.377 -0.927
C 3.350 0.891 -1.772
C 3.236 -1.603 -1.800
C 3.072 -1.220 1.919
C 2.143 -1.062 3.125
C 3.322 -2.698 1.620
H -5.348 -0.658 1.207
H -5.034 -1.254 -0.417
H -5.019 0.488 -0.085
H -3.038 -1.582 0.996
H -3.196 1.429 1.531
H -1.869 0.392 2.057
H -3.502 0.142 2.701
H -2.725 -2.244 -1.764
H -3.511 0.152 -3.504
H -4.636 -0.638 -2.395
H -3.956 -1.530 -3.752
H -1.052 -0.322 -3.469
H -1.535 -1.944 -3.968
H -0.432 -1.726 -2.599
H -4.019 1.676 -1.893
H -4.974 3.631 -2.825
H -3.810 4.532 -3.795
H -4.316 5.155 -2.231
H -1.535 5.104 -2.280
H 0.290 3.944 -1.184
H 0.063 3.946 1.061
H 1.825 4.977 2.363
H 4.200 5.054 3.029
H 5.250 3.665 2.754
H 4.163 3.690 4.139
H 4.211 1.468 2.022
H 4.522 -0.413 -0.519
H 2.315 1.005 -2.107
H 3.985 0.816 -2.656
H 3.629 1.789 -1.225
H 2.248 -1.507 -2.259
H 3.270 -2.547 -1.258
H 3.970 -1.652 -2.605
H 4.034 -0.748 2.141
H 1.142 -1.433 2.886
H 2.046 -0.023 3.438
H 2.527 -1.642 3.966
H 2.390 -3.214 1.375
H 3.746 -3.176 2.505
H 4.024 -2.849 0.802
C -0.740 -5.524 2.132
N -0.314 -4.542 1.144
C 0.243 -4.809 -0.079
C 0.435 -3.607 -0.687
N 0.002 -2.613 0.156
C -0.447 -3.209 1.246
H -0.053 -6.366 2.116
H -1.747 -5.874 1.914
H -0.719 -5.071 3.120
H 0.449 -5.813 -0.407
H 0.862 -3.395 -1.652
H -0.849 -2.711 2.113
```

Löwdin population analysis, charges in e, atoms 1 to 4: Pt 0.866; C -0.099; C -0.534; C -0.115

=====

The following is a DFT calculation (wB97M-V/def2-TZVPD) of a cluster of 9 separate species, C30H46O27 in total.

Its SMILES is C[C@H]1COC(=O)O1.C[C@H]1COC(=O)O1.CCOC(=O)OC.COC(=O)OC.O=C1OCCO1.O=C1OCCO1.O=C1OCCO1.O=C1OCCO1.O=C1OCCO1. As for the net charge: 0. The highest occupied orbital energy is -10.34 eV. Its gap between HOMO and LUMO is 10.171 eV.

Geometry as XYZ:
```
103
C30H46O27 wB97M-V/def2-TZVPD
C -2.969 8.016 -5.373
C -3.623 6.897 -6.267
C -3.005 5.592 -6.054
O -4.108 4.727 -6.174
C -5.223 5.401 -6.010
O -6.357 4.904 -5.845
O -5.043 6.727 -5.952
H -2.059 8.415 -5.821
H -2.693 7.833 -4.335
H -3.688 8.824 -5.507
H -3.575 7.372 -7.246
H -2.569 5.531 -5.057
H -2.219 5.455 -6.797
C -1.738 -5.138 6.470
C -1.119 -4.030 5.683
C -0.656 -4.379 4.333
O -1.692 -3.694 3.561
C -2.479 -2.878 4.326
O -3.370 -2.156 3.843
O -2.012 -2.954 5.614
H -2.022 -4.680 7.417
H -1.071 -5.983 6.637
H -2.723 -5.353 6.054
H -0.278 -3.737 6.312
H -0.644 -5.453 4.142
H 0.308 -3.883 4.224
C -2.133 -7.606 -4.232
C -3.304 -7.340 -5.173
O -4.420 -6.939 -4.415
C -5.227 -7.754 -3.623
O -5.037 -8.969 -3.333
O -6.233 -6.945 -3.387
C -7.409 -7.414 -2.882
H -1.892 -6.754 -3.596
H -1.205 -7.668 -4.800
H -2.139 -8.563 -3.711
H -3.358 -8.253 -5.766
H -2.925 -6.623 -5.902
H -7.259 -8.048 -2.008
H -7.881 -8.035 -3.643
H -7.905 -6.455 -2.730
C -4.053 3.687 -0.692
O -3.489 2.462 -0.865
C -4.348 1.492 -1.293
O -5.526 1.549 -1.728
O -3.671 0.325 -1.239
C -4.271 -0.881 -1.697
H -3.250 4.258 -0.227
H -4.765 3.586 0.128
H -4.305 4.258 -1.586
H -5.196 -1.027 -1.139
H -3.603 -1.737 -1.597
H -4.512 -0.731 -2.749
O 1.117 10.079 -0.908
C 1.606 9.002 -1.160
O 2.642 8.706 -1.889
C 2.791 7.347 -2.170
C 1.835 6.683 -1.115
O 1.042 7.808 -0.821
H 2.511 7.168 -3.208
H 3.759 7.037 -1.777
H 2.321 6.567 -0.146
H 1.357 5.823 -1.584
O 1.620 1.968 5.079
C 0.981 3.019 5.080
O 1.363 4.167 5.706
C 0.241 4.954 5.774
C -0.732 4.444 4.766
O -0.250 3.136 4.531
H -0.104 5.254 6.763
H 0.598 5.914 5.400
H -0.768 5.061 3.868
H -1.774 4.457 5.084
O 5.975 -5.102 2.978
C 6.764 -5.604 3.756
O 6.937 -6.939 4.002
C 7.690 -7.105 5.193
C 8.437 -5.753 5.322
O 7.656 -4.872 4.474
H 7.045 -7.213 6.065
H 8.261 -8.024 5.061
H 9.475 -5.795 4.992
H 8.525 -5.580 6.394
O 1.157 0.719 -3.559
C 1.473 0.104 -2.574
O 1.995 0.553 -1.441
C 1.935 -0.465 -0.509
C 1.808 -1.753 -1.234
O 1.151 -1.177 -2.384
H 2.855 -0.352 0.066
H 1.087 -0.318 0.160
H 1.077 -2.377 -0.718
H 2.683 -2.283 -1.611
O 7.994 0.789 -1.388
C 7.520 1.088 -0.309
O 6.539 1.993 -0.110
C 6.378 2.307 1.241
C 7.091 1.183 1.876
O 7.973 0.678 0.925
H 6.835 3.289 1.357
H 5.304 2.215 1.406
H 6.513 0.357 2.291
H 7.656 1.592 2.714
```

Löwdin population analysis, charges in e, atoms 1 to 4: C -0.018; C -0.301; C -0.117; O 0.104

=====

In eV Å⁻¹, the max |F| values for the records above are, in order, 0.77; 9.17; 3.15; 0.14; 6.08.